Computed, not measured: C2H2O2S in the gas phase in a non-equilibrium geometry, with ωB97M-V/def2-TZVPD.

Strongest force on any atom   6.1 eV/A
SMILES string   O=C(O)C=S
Relative energy (zero: lowest compared OMol25 entry of this formula, charge and spin)   65.67 kJ/mol
Highest occupied orbital energy   -9.2 eV
LUMO   -0.904 eV

Last columns: bonded neighbours and bond lengths (Å).
Positions of all 7 atoms, in Å:
1 C -0.38 -0.32 -0.25  C2 1.557, O5 1.424, O6 1.140
2 C 1.06 0.24 -0.02  C1 1.557, H4 1.095, S7 1.572
3 H -2.14 -0.31 0.60  O5 1.015
4 H 1.34 0.05 1.02  C2 1.095
5 O -1.19 -0.14 0.91  C1 1.424, H3 1.015
6 O -0.63 -0.67 -1.31  C1 1.140
7 S 1.94 1.15 -0.95  C2 1.572

---

Computed, not measured: a 10-piece molecular cluster, C2H24O11 overall in a non-equilibrium geometry, with ωB97M-V/def2-TZVPD.

Spin multiplicity   2
Strongest force on any atom   1.4 eV/A
Charge   -1
Relative energy (zero: lowest compared OMol25 entry of this formula, charge and spin)   0.00 kJ/mol
Highest occupied orbital energy (alpha / beta)   -0.6 / -7.5 eV
LUMO (alpha / beta)   2.756 / 2.713 eV
Expectation value of S²   0.750

Last columns: bonded neighbours and bond lengths (Å).
Positions of all 37 atoms, in Å:
1 C -17.98 -17.08 2.42  C2 1.542, O4 1.439, H5 1.090, H6 1.090
2 C -17.20 -16.03 3.22  C1 1.542, O3 1.428, H7 1.090, H8 1.090
3 O -15.80 -16.32 3.28  C2 1.428, H9 0.960
4 O -17.47 -17.00 1.07  C1 1.439, H10 0.960
5 H -19.05 -16.86 2.49  C1 1.090
6 H -17.84 -18.12 2.74  C1 1.090
7 H -17.62 -16.04 4.22  C2 1.090
8 H -17.25 -15.01 2.83  C2 1.090
9 H -15.67 -16.79 2.45  O3 0.960
10 H -17.71 -17.81 0.61  O4 0.960
11 O -20.36 -13.80 -1.70  H12 0.957, H13 0.957
12 H -21.23 -14.20 -1.66  O11 0.957
13 H -19.76 -14.53 -1.82  O11 0.957
14 O -19.27 -16.37 -1.29  H15 0.957, H16 0.957
15 H -19.90 -17.00 -1.61  O14 0.957
16 H -18.52 -16.44 -1.88  O14 0.957
17 O -22.79 -14.81 -1.24  H18 0.957, H19 0.957
18 H -22.74 -15.42 -0.51  O17 0.957
19 H -23.70 -14.53 -1.25  O17 0.957
20 O -21.44 -19.12 3.60  H21 0.957, H22 0.957
21 H -21.88 -18.98 2.76  O20 0.957
22 H -20.69 -19.67 3.40  O20 0.957
23 O -21.15 -16.36 0.76  H24 0.957, H25 0.957
24 H -21.61 -17.14 0.45  O23 0.957
25 H -20.33 -16.35 0.27  O23 0.957
26 O -19.02 -19.43 -0.23  H27 0.957, H28 0.957
27 H -18.49 -19.89 -0.88  O26 0.957
28 H -19.70 -19.00 -0.74  O26 0.957
29 O -22.70 -19.23 1.14  H30 0.957, H31 0.957
30 H -23.63 -19.38 0.96  O29 0.957
31 H -22.30 -20.10 1.11  O29 0.957
32 O -22.02 -14.82 2.98  H33 0.957, H34 0.957
33 H -22.24 -15.10 2.08  O32 0.957
34 H -21.67 -15.60 3.39  O32 0.957
35 O -21.43 -18.75 -1.65  H36 0.957, H37 0.957
36 H -21.20 -19.38 -2.33  O35 0.957
37 H -22.38 -18.80 -1.57  O35 0.957